{"formula": "C4H18IO7", "method": "wB97M-V/def2-TZVPD", "symbols": ["I", "O", "H", "H", "O", "H", "H", "O", "H", "H", "C", "C", "O", "O", "H", "H", "H", "H", "H", "H", "C", "C", "O", "O", "H", "H", "H", "H", "H", "H"], "coordinates": [[-0.34, -0.01, 0.59], [-0.47, 3.51, 1.35], [-1.32, 3.55, 0.91], [-0.21, 2.58, 1.26], [-1.72, 1.23, -2.76], [-1.18, 1.22, -1.96], [-1.48, 0.43, -3.24], [3.30, 0.12, 0.78], [2.35, 0.38, 0.81], [3.64, 0.49, -0.05], [-3.86, -2.02, 2.22], [-3.51, -1.07, 3.38], [-3.20, -1.80, 4.54], [-2.71, -2.72, 1.78], [-4.34, -1.47, 1.41], [-4.52, -2.75, 2.68], [-4.36, -0.41, 3.59], [-2.70, -0.39, 3.10], [-2.95, -2.70, 4.31], [-2.11, -2.04, 1.44], [2.62, -0.17, -2.64], [3.95, 0.43, -3.05], [4.61, 1.00, -1.92], [1.76, 0.91, -2.31], [2.74, -0.87, -1.81], [2.25, -0.78, -3.48], [3.80, 1.20, -3.81], [4.56, -0.39, -3.44], [4.40, 1.94, -1.87], [1.01, 0.58, -1.80]], "molar_mass_g_mol": 305.08, "homo_lumo_gap_ha": 0.304, "e_above_lowest_kcal_mol": 0.0, "total_charge": -1, "e_homo_ev": -5.25, "max_force_ha_per_bohr": 0.0224, "spin_multiplicity": 1}